{
  "formula": "C5H10O",
  "method": "wB97M-V/def2-TZVPD",
  "species": ["C", "C", "C", "C", "C", "O", "H", "H", "H", "H", "H", "H", "H", "H", "H", "H"],
  "positions_angstrom": [[-1.729, -0.438, 0.419], [-0.856, 0.411, -0.506], [0.003, 1.522, 0.016], [0.742, 0.431, -0.683], [1.766, -0.523, 0.049], [1.182, -1.792, -0.205], [-2.019, -1.393, -0.040], [-1.210, -0.650, 1.359], [-2.674, 0.062, 0.695], [-1.429, 0.662, -1.415], [0.001, 2.524, -0.393], [0.112, 1.467, 1.099], [0.922, 0.516, -1.753], [2.864, -0.748, -0.168], [1.882, -0.231, 1.124], [0.443, -1.820, 0.402]],
  "homo_energy_ha": -0.349,
  "homo_lumo_gap_ha": 0.3865,
  "mol_weight_g_mol": 86.13,
  "smiles": "C[C@H]1C[C@H]1CO",
  "relative_energy_kcal_mol": 51.2
}

{
  "formula": "C6H10O",
  "method": "wB97M-V/def2-TZVPD",
  "species": ["C", "C", "C", "C", "C", "C", "O", "H", "H", "H", "H", "H", "H", "H", "H", "H", "H"],
  "positions_angstrom": [[1.855, -0.654, 0.078], [0.627, 0.135, 0.507], [0.351, 1.434, -0.329], [-1.175, 1.648, -0.499], [-1.504, 0.516, 0.035], [-0.710, -0.677, 0.434], [-0.751, -1.739, -0.491], [1.763, -1.005, -0.956], [2.749, -0.022, 0.138], [2.014, -1.533, 0.712], [0.739, 0.436, 1.556], [0.777, 1.355, -1.338], [0.817, 2.309, 0.136], [-2.960, -0.020, -0.360], [-3.010, 0.307, 0.355], [-0.974, -1.126, 1.394], [-0.606, -1.364, -1.372]],
  "homo_energy_ha": -0.318,
  "homo_lumo_gap_ha": 0.3406,
  "mol_weight_g_mol": 98.14,
  "relative_energy_kcal_mol": 126.8
}

{
  "formula": "C5H11NO",
  "method": "wB97M-V/def2-TZVPD",
  "species": ["C", "C", "C", "C", "C", "N", "O", "H", "H", "H", "H", "H", "H", "H", "H", "H", "H", "H"],
  "positions_angstrom": [[-4.348, -1.223, 0.279], [1.294, -0.972, 0.714], [0.348, 0.061, -1.512], [1.007, 1.583, 0.457], [0.510, 0.216, 0.010], [-3.383, -0.876, -0.281], [-0.835, -0.005, 0.586], [-0.804, 0.160, 1.573], [1.147, -1.891, 0.102], [2.366, -0.645, 0.648], [1.073, -1.214, 1.780], [0.172, -1.046, -1.655], [1.341, 0.463, -1.940], [-0.446, 0.589, -1.864], [1.103, 2.300, -0.308], [0.122, 1.868, 1.058], [1.847, 1.322, 1.094], [-2.513, -0.690, -0.742]],
  "homo_energy_ha": -0.381,
  "homo_lumo_gap_ha": 0.4050,
  "mol_weight_g_mol": 101.15,
  "relative_energy_kcal_mol": 69.9
}